ORCA calculation (ωB97M-V/def2-TZVPD) on C5H9NO6 as an isolated structure at a distorted geometry.

As for the energy above the lowest of the compared OMol25 structures with the same formula, charge and spin: 1062.9 kJ/mol. The value obtained for the molar mass is 179.1 g mol⁻¹. The value obtained for the LUMO energy (alpha / beta) is -0.02456 / -0.15594 hartree. The HOMO-LUMO gap (alpha / beta) comes out at 9.52 / 4.06 eV. Its charge is 0.

Last column: natural (NBO) charge in e.
Positions of all 21 atoms, in Å:
N 2.108 -2.390 -3.149  0.660
O 1.490 -3.477 -3.369  -0.252
O 1.573 -1.500 -2.375  -0.145
O 3.239 -2.196 -3.704  -0.285
C -1.962 -1.278 1.121  -0.610
C -1.791 0.236 1.041  -0.416
C -0.322 0.587 0.825  0.100
C -0.021 2.078 0.750  -0.577
C 1.374 2.218 0.457  0.508
O 2.296 2.883 0.837  -0.426
O 0.061 -0.045 -0.396  -0.269
O 1.483 0.159 -0.494  -0.392
H -3.002 -1.609 1.280  0.216
H -1.633 -1.640 0.133  0.225
H -1.338 -1.743 1.881  0.206
H -2.446 0.589 0.234  0.211
H -2.173 0.750 1.944  0.210
H 0.201 0.154 1.686  0.183
H -0.634 2.478 -0.066  0.268
H -0.233 2.546 1.715  0.244
H 1.730 1.200 -0.353  0.342



ORCA calculation (ωB97M-V/def2-TZVPD) on C5H9NOS in the gas phase at a distorted geometry.

As for the SMILES: OCC[C@H]1NCC1=S. As for the energy above the lowest of the compared OMol25 structures with the same formula, charge and spin: 472.0 kJ/mol. The value obtained for the molar mass is 131.2 g mol⁻¹. The value obtained for the LUMO energy is -0.01217 hartree. The HOMO-LUMO gap comes out at 8.35 eV. Its charge is 0.

Last column: natural (NBO) charge in e.
Positions of all 17 atoms, in Å:
C -0.750 0.135 -1.493  -0.086
C -0.990 1.092 -0.163  -0.397
C -0.318 0.289 1.005  -0.206
C 1.022 -1.274 0.911  -0.342
C 1.089 0.219 0.721  0.003
H 1.274 0.559 -1.917  0.479
H -1.287 0.612 -2.295  0.166
H -0.992 -0.804 -1.089  0.229
H -1.947 1.219 -0.130  0.192
H -0.349 2.096 -0.232  0.214
H -0.523 0.883 1.945  0.243
H -0.933 -1.528 1.664  0.356
H 1.084 -1.847 1.913  0.245
H 1.383 -1.535 -0.028  0.254
N -0.523 -1.167 0.830  -0.608
O 0.583 -0.219 -1.823  -0.745
S 2.177 1.270 0.180  0.003



ORCA calculation (ωB97M-V/def2-TZVPD) on C5H9NOS as an isolated structure at a distorted geometry.

As for the energy above the lowest of the compared OMol25 structures with the same formula, charge and spin: 419.1 kJ/mol. The value obtained for the molar mass is 131.2 g mol⁻¹. The value obtained for the LUMO energy is 0.01225 hartree. The HOMO-LUMO gap comes out at 9.31 eV. Its charge is 0.

Last column: natural (NBO) charge in e.
Positions of all 17 atoms, in Å:
C -0.385 -1.098 -0.242  -0.440
C -1.010 0.374 -0.332  -0.076
C -0.018 1.294 -1.095  -0.069
C 1.545 0.597 0.458  -0.090
C 0.405 -0.246 0.904  -0.097
H -0.482 -3.566 -0.251  0.152
H 0.183 -1.487 -1.052  0.218
H -2.055 0.491 -0.859  0.218
H -0.025 1.057 -2.185  0.185
H -0.505 2.383 -1.128  0.176
H 1.449 1.397 1.281  0.193
H 2.624 0.024 0.584  0.205
H 0.665 -0.767 1.909  0.219
H -1.435 0.125 1.652  0.366
N -0.805 0.587 1.046  -0.651
O 1.321 1.198 -0.812  -0.518
S -1.473 -2.364 0.121  0.010



ORCA calculation (ωB97M-V/def2-TZVPD) on C5H9NOS in the gas phase at a distorted geometry.

As for the energy above the lowest of the compared OMol25 structures with the same formula, charge and spin: 363.1 kJ/mol. The value obtained for the molar mass is 131.2 g mol⁻¹. The value obtained for the LUMO energy is 0.01460 hartree. The HOMO-LUMO gap comes out at 8.91 eV. Its charge is 0.

Last column: natural (NBO) charge in e.
Positions of all 17 atoms, in Å:
C -2.269 -0.251 0.127  0.269
C 0.142 0.157 -0.452  -0.200
C 0.078 -1.390 -0.403  0.063
C 0.563 -1.953 0.957  -0.640
C -1.596 2.059 -0.197  -0.397
N -1.271 0.567 -0.042  -0.435
O -1.194 -1.742 -0.758  -0.651
S -3.712 -0.542 0.559  0.143
H 0.889 0.660 0.228  0.200
H 0.363 0.527 -1.353  0.197
H 0.720 -1.997 -1.097  0.191
H 1.546 -1.646 1.271  0.201
H 0.693 -3.090 0.948  0.220
H -0.152 -1.615 1.820  0.198
H -2.422 2.253 0.376  0.215
H -0.770 2.770 0.157  0.215
H -1.840 2.348 -1.220  0.211